<a>
Density functional theory data (ωB97M-V/def2-TZVPD) for 2 unconnected molecules or ions with the total composition C2H6NO2.

Each line ends with the Löwdin charge.
Cartesian coordinates (Å):
C 0.98 0.18 2.44  0.17
N 0.76 0.75 1.33  0.20
H 1.77 0.54 3.09  0.13
H 0.56 -0.80 2.64  0.13
H 0.15 0.31 0.63  0.09
H 0.93 1.73 1.13  0.17
O -0.07 -0.30 -1.04  0.04
C -0.73 -0.35 -2.04  -0.34
O -1.90 -0.98 -2.13  0.13
H -0.38 0.09 -2.98  0.16
H -2.06 -1.17 -3.06  0.13

E_LUMO, eV: -5.29
Charge: +1
E_HOMO, eV: -15.2
HOMO-LUMO gap, eV: 9.88



<b>
Density functional theory data (ωB97M-V/def2-TZVPD) for 2 unconnected molecules or ions with the total composition C2H6NO2.

Each line ends with the Löwdin charge.
Cartesian coordinates (Å):
C -1.31 1.72 -0.31  0.15
N -0.10 1.72 -0.68  0.19
H -1.73 0.83 0.15  0.12
H -1.90 2.63 -0.27  0.13
H 0.24 2.43 -1.32  0.16
H 0.45 0.86 -0.49  0.09
O 0.69 -0.49 0.44  0.03
C 0.84 -1.66 0.72  -0.32
O 0.86 -2.60 -0.20  0.15
H 0.91 -1.99 1.76  0.16
H 1.05 -3.46 0.20  0.14

E_LUMO, eV: -5.06
Charge: +1
E_HOMO, eV: -15.5
HOMO-LUMO gap, eV: 10.47



<c>
Density functional theory data (ωB97M-V/def2-TZVPD) for 2 unconnected molecules or ions with the total composition C2H6NO2.

Each line ends with the Löwdin charge.
Cartesian coordinates (Å):
C 1.22 -0.19 -0.02  -0.41
C 0.29 -1.23 -0.29  0.05
N -0.14 1.38 0.17  0.16
O 2.25 0.26 -0.67  0.23
O 2.20 0.09 0.76  0.23
H -0.74 -1.11 -0.15  0.09
H 0.49 -2.15 0.32  0.15
H 0.38 -1.59 -1.29  0.12
H -1.05 0.96 -0.14  0.11
H 0.11 2.22 -0.35  0.11
H -0.14 1.51 1.24  0.16

E_LUMO, eV: -4.70
Charge: +1
E_HOMO, eV: -17.1
HOMO-LUMO gap, eV: 12.40



Which of them is the least stable? Correct choice: <c>.



<a>
Density functional theory data (ωB97M-V/def2-TZVPD) for 2 unconnected molecules or ions with the total composition C3H10NS.

Each line ends with the Löwdin charge.
Cartesian coordinates (Å):
C -2.29 0.62 -2.02  0.15
N -1.57 -0.45 -1.91  0.15
H -3.29 0.62 -2.65  0.17
H -1.72 1.55 -1.87  0.12
H -0.68 -0.29 -1.40  -0.04
H -1.75 -1.43 -2.18  0.17
C 0.79 0.29 2.24  -0.16
C 1.51 -0.62 1.19  -0.51
S 1.33 -0.15 -0.63  0.75
H 1.10 0.06 3.31  0.09
H 0.95 1.37 2.00  0.07
H -0.29 0.12 2.20  0.06
H 1.03 -1.58 1.22  0.04
H 2.60 -0.75 1.41  0.09
H 2.29 0.64 -0.90  -0.17

E_LUMO, eV: -5.57
Charge: +1
E_HOMO, eV: -13.3
HOMO-LUMO gap, eV: 7.68



<b>
Density functional theory data (ωB97M-V/def2-TZVPD) for 2 unconnected molecules or ions with the total composition C3H10NS.

Each line ends with the Löwdin charge.
Cartesian coordinates (Å):
C -0.54 2.64 -1.64  0.18
N -0.90 1.53 -1.14  0.17
H -1.14 3.51 -1.42  0.13
H 0.36 2.63 -2.24  0.13
H -0.48 0.64 -1.44  0.05
H -1.56 1.44 -0.38  0.15
C 0.00 -1.18 1.74  -0.17
C 0.39 -1.86 0.45  -0.59
S 1.27 -0.81 -0.73  0.73
H -0.63 -1.75 2.43  0.08
H 0.88 -0.95 2.32  0.07
H -0.56 -0.27 1.54  0.05
H -0.51 -2.20 -0.06  0.07
H 1.00 -2.75 0.61  0.07
H 2.41 -0.63 -0.05  -0.11

E_LUMO, eV: -5.54
Charge: +1
E_HOMO, eV: -13.1
HOMO-LUMO gap, eV: 7.53



Which of them is the least stable? Correct choice: <a>.



<a>
Density functional theory data (ωB97M-V/def2-TZVPD) for a molecular structure, C3H10NS.

Each line ends with the Löwdin charge.
Cartesian coordinates (Å):
C 2.86 -0.65 0.39  0.10
N 1.67 -0.52 0.85  0.05
H 3.68 -1.12 0.97  0.13
H 2.93 -0.41 -0.66  0.10
H 0.77 -0.27 0.05  -0.06
H 1.45 -1.13 1.64  0.13
C -2.00 0.12 1.21  -0.14
C -1.82 0.76 -0.18  -0.45
S -0.31 0.12 -1.15  0.85
H -2.73 0.63 1.83  0.09
H -2.37 -0.93 1.18  0.09
H -1.01 -0.05 1.58  0.03
H -1.69 1.87 -0.03  0.10
H -2.70 0.55 -0.82  0.08
H -0.20 1.24 -1.86  -0.08

E_LUMO, eV: -4.74
Charge: +1
E_HOMO, eV: -14.3
HOMO-LUMO gap, eV: 9.56



<b>
Density functional theory data (ωB97M-V/def2-TZVPD) for a gas-phase ion, C3H10NS (charge +1).

Each line ends with the Löwdin charge.
Cartesian coordinates (Å):
C 1.48 0.29 -0.09  -0.38
N 1.63 0.02 -1.50  0.01
H 1.53 1.37 0.02  0.08
H 2.28 -0.20 0.46  0.09
H 1.10 -0.82 -1.73  0.08
H 1.00 0.67 -1.98  0.08
C -1.17 1.43 0.22  -0.12
S -0.18 -0.21 0.84  1.04
C -1.46 -1.35 -0.19  -0.15
H -1.67 1.67 1.15  0.05
H -0.41 2.19 0.06  0.05
H -1.80 1.09 -0.59  0.04
H -2.25 -1.45 0.54  0.06
H -1.02 -2.34 -0.29  0.05
H -1.59 -0.81 -1.11  0.04

E_LUMO, eV: -4.38
Charge: +1
E_HOMO, eV: -14.8
HOMO-LUMO gap, eV: 10.38



Which of them is the least stable? Correct choice: <b>.